# 1
{
  "formula": "C15H14NO5",
  "method": "ωB97M-V with the def2-TZVPD basis set",
  "charge": -1,
  "e_lumo_ev": 1.6,
  "gap_ev": 4.1,
  "symbols": ["C", "C", "C", "O", "O", "C", "O", "H", "H", "C", "C", "O", "C", "C", "N", "C", "C", "C", "C", "C", "C", "C", "O", "H", "H", "H", "H", "H", "H", "H", "H", "H", "H", "H", "H"],
  "xyz": [[1.5475, 1.3251, 2.6226], [0.2331, 1.3223, 2.4507], [-0.2026, 2.7228, 2.4322], [-1.3536, 3.0609, 2.2927], [0.8805, 3.5331, 2.5879], [1.9737, 2.7287, 2.6910], [3.1267, 3.0734, 2.8056], [2.1980, 0.4662, 2.7092], [-0.4086, 0.4635, 2.3041], [-3.9423, 3.7337, -0.1863], [-3.5129, 2.2859, -0.0379], [-2.4238, 1.9751, -0.8632], [-1.9468, 0.7355, -0.5390], [-0.7469, 0.3398, -1.2340], [-0.1923, -0.8307, -1.0688], [1.0501, -1.0793, -1.4261], [1.6068, -2.3778, -1.3654], [2.9935, -2.5831, -1.2342], [3.4979, -3.8577, -1.1720], [2.6506, -4.9511, -1.2741], [1.2818, -4.7699, -1.4007], [0.7608, -3.4980, -1.4227], [-2.4439, 0.0265, 0.3245], [-4.7078, 4.0065, 0.5391], [-3.0755, 4.3839, -0.0640], [-4.3257, 3.9428, -1.1779], [-3.2020, 2.0592, 0.9951], [-4.3022, 1.5791, -0.3224], [-0.2749, 1.0633, -1.8786], [1.6838, -0.2443, -1.6579], [3.6414, -1.7252, -1.1539], [4.5594, -4.0077, -1.0311], [3.0547, -5.9482, -1.2202], [0.6219, -5.6204, -1.4902], [-0.3002, -3.3335, -1.5341]],
  "forces_ev_per_angstrom": [[-0.67, -0.54, 0.07], [0.67, -0.82, -0.09], [-2.93, -0.94, -0.58], [1.69, 0.75, 0.36], [0.15, 1.23, 0.04], [2.60, -1.00, 0.22], [-1.49, 0.71, -0.07], [0.15, 0.29, -0.11], [-0.26, 0.27, -0.06], [0.54, -0.09, -0.30], [-0.83, -0.02, 0.80], [0.46, 0.07, -0.26], [1.86, -1.76, -0.35], [-0.64, 1.71, -0.20], [0.52, -1.37, 0.20], [-1.16, 0.97, 0.37], [0.12, -0.60, 0.20], [-0.56, 0.14, -0.12], [0.14, -0.25, -0.03], [0.22, -0.46, 0.14], [0.08, 0.09, 0.09], [0.05, 0.00, -0.16], [-0.88, 0.35, 0.37], [0.04, -0.10, 0.09], [0.00, 0.05, 0.24], [-0.20, -0.06, -0.30], [-0.49, 0.23, -0.30], [-0.27, 0.29, 0.37], [0.25, 0.55, -0.22], [0.56, 0.49, -0.37], [0.15, 0.18, -0.01], [0.12, -0.06, -0.04], [0.12, -0.23, -0.05], [-0.05, -0.15, 0.04], [-0.07, 0.07, 0.03]],
  "nbo_charge": [-0.273, -0.234, 0.740, -0.504, -0.484, 0.744, -0.527, 0.246, 0.278, -0.623, -0.077, -0.531, 0.703, -0.299, -0.343, -0.161, -0.025, -0.246, -0.215, -0.291, -0.199, -0.232, -0.693, 0.202, 0.211, 0.195, 0.204, 0.167, 0.137, 0.133, 0.196, 0.192, 0.190, 0.193, 0.226]
}

=====

# 2
{
  "formula": "C15H15AuCl2N3S3",
  "method": "ωB97M-V with the def2-TZVPD basis set",
  "charge": 1,
  "e_lumo_ev": -4.6,
  "gap_ev": 6.5,
  "symbols": ["Au", "Cl", "C", "C", "C", "C", "C", "Cl", "C", "S", "H", "H", "H", "S", "C", "C", "C", "C", "C", "N", "H", "H", "H", "H", "S", "C", "N", "C", "C", "C", "N", "H", "H", "H", "H", "H", "H", "H", "H"],
  "xyz": [[1.1255, -0.8902, 0.7230], [-0.8648, -2.9640, 0.9271], [-2.2977, -1.9981, 0.7968], [-3.4919, -2.6719, 0.5923], [-4.6738, -1.9643, 0.4989], [-4.6589, -0.5867, 0.6273], [-3.4580, 0.0674, 0.8287], [-3.4674, 1.7980, 1.0028], [-2.2375, -0.6092, 0.9022], [-0.7987, 0.3869, 1.1447], [-3.4860, -3.7517, 0.5247], [-5.6055, -2.4882, 0.3293], [-5.5751, -0.0111, 0.5838], [1.5257, -0.9515, 3.0472], [3.1790, -1.0785, 2.4792], [4.3393, -1.1142, 3.2372], [5.5452, -1.1931, 2.5637], [5.5719, -1.2268, 1.1678], [4.3816, -1.1864, 0.4861], [3.2153, -1.1226, 1.1503], [4.2804, -1.0713, 4.3173], [6.4719, -1.2214, 3.1242], [6.5053, -1.2811, 0.6236], [4.3301, -1.2074, -0.5940], [1.0436, -0.8825, -1.6799], [0.1455, 0.6014, -1.9623], [-1.1592, 0.5495, -2.1321], [-2.0184, 1.7335, -2.3014], [-1.3184, 2.9485, -1.7265], [0.0893, 3.0438, -2.2845], [0.7754, 1.7597, -2.0670], [-1.5785, -0.3640, -2.0686], [-2.9551, 1.5496, -1.7794], [-2.2397, 1.8724, -3.3602], [-1.2675, 2.8485, -0.6419], [-1.8800, 3.8488, -1.9630], [0.6548, 3.8211, -1.7777], [0.0749, 3.2731, -3.3511], [1.7775, 1.7340, -1.9885]],
  "forces_ev_per_angstrom": [[0.28, 1.12, 0.61], [-0.13, -0.47, 0.05], [0.05, -0.02, -0.05], [0.06, -0.10, 0.03], [-0.09, -0.04, -0.04], [-0.13, 0.16, 0.04], [-0.10, 0.07, -0.07], [-0.11, -0.03, 0.03], [0.23, 0.12, -0.11], [0.03, -0.47, -0.02], [0.03, 0.05, -0.03], [0.03, 0.04, 0.05], [0.06, -0.02, -0.01], [-0.07, 0.10, -0.43], [0.06, -0.03, 0.45], [0.21, 0.01, 0.03], [-0.07, 0.01, 0.11], [0.13, 0.03, 0.08], [-0.27, -0.01, -0.03], [-0.04, -0.48, -0.72], [0.04, -0.01, -0.07], [-0.04, -0.01, -0.04], [-0.06, -0.01, 0.04], [-0.06, -0.02, 0.00], [-0.07, 0.23, 0.15], [-0.05, 0.03, -0.20], [-0.13, 0.07, -0.06], [0.04, -0.09, -0.05], [0.11, -0.10, 0.11], [0.00, -0.13, -0.04], [-0.04, 0.11, 0.09], [-0.05, -0.04, 0.10], [0.02, -0.07, 0.01], [0.02, -0.04, -0.05], [-0.03, 0.04, 0.01], [-0.01, 0.03, -0.03], [0.07, -0.01, 0.02], [0.03, -0.02, -0.04], [0.06, 0.00, 0.06]],
  "nbo_charge": [0.959, 0.020, -0.070, -0.163, -0.208, -0.219, -0.046, 0.025, -0.254, -0.078, 0.235, 0.237, 0.243, 0.001, 0.063, -0.256, -0.108, -0.263, 0.065, -0.554, 0.249, 0.240, 0.245, 0.225, -0.237, 0.397, -0.550, -0.226, -0.434, -0.223, -0.560, 0.436, 0.238, 0.213, 0.237, 0.247, 0.231, 0.211, 0.431]
}

=====

# 3
{
  "formula": "C15H15BF2",
  "method": "ωB97M-V with the def2-TZVPD basis set",
  "e_lumo_ev": -3.0,
  "gap_ev": 5.3,
  "symbols": ["F", "C", "C", "C", "C", "C", "C", "C", "C", "C", "C", "C", "F", "C", "C", "C", "C", "H", "H", "H", "H", "H", "H", "H", "H", "H", "H", "H", "H", "B", "H", "H", "H"],
  "xyz": [[2.2992, -3.6569, -2.6990], [2.6690, -2.5814, -1.9271], [4.0084, -2.1997, -1.9069], [4.3800, -1.0850, -1.1352], [3.4310, -0.3622, -0.4336], [2.0696, -0.7572, -0.4546], [1.1125, -0.0067, 0.2840], [-0.2505, -0.2259, 0.1832], [-1.1449, 0.4812, 0.9686], [-2.5448, 0.2419, 0.9912], [-3.1460, -0.8279, 0.2684], [-4.5253, -0.9718, 0.3219], [-5.1164, -2.0046, -0.3700], [-5.3459, -0.1269, 1.0675], [-4.7371, 0.9044, 1.8027], [-3.3663, 1.0887, 1.7746], [1.6862, -1.8880, -1.2418], [4.7376, -2.7486, -2.4984], [5.4210, -0.7743, -1.0922], [3.6878, 0.5360, 0.1374], [1.4746, 0.6812, 1.0488], [-0.6291, -0.9612, -0.5240], [-0.7590, 1.2592, 1.6305], [-2.5481, -1.5328, -0.3057], [-6.4204, -0.2802, 1.0850], [-5.3507, 1.5779, 2.3998], [-2.8779, 1.8790, 2.3516], [0.6513, -2.2129, -1.3101], [1.8211, 2.1013, -0.0364], [2.2330, 3.3228, -0.0796], [3.3041, 3.3730, -0.6854], [1.3910, 3.9941, -0.6767], [2.3849, 3.7634, 1.0619]],
  "forces_ev_per_angstrom": [[0.33, 0.86, 0.69], [-0.30, -0.20, -0.40], [-0.13, 0.36, 0.31], [-0.07, -0.30, -0.23], [-0.55, -0.08, 0.38], [0.85, -0.74, -1.04], [0.48, 0.52, 0.68], [-1.32, 0.54, 0.45], [1.45, -0.64, -0.48], [-1.66, -0.31, 0.03], [-0.23, 0.45, 0.29], [-0.12, -0.54, -0.27], [0.62, 0.97, 0.62], [0.64, 0.28, 0.17], [-0.44, -0.16, -0.13], [0.58, -0.31, -0.32], [0.49, 0.44, 0.25], [-0.17, 0.06, 0.17], [-0.20, -0.09, -0.11], [-0.01, -0.29, -0.32], [-0.08, -0.29, -0.23], [0.10, 0.31, 0.16], [0.00, -0.11, -0.22], [-0.29, 0.17, 0.10], [0.19, 0.00, -0.04], [0.09, -0.23, -0.16], [-0.32, -0.20, -0.21], [0.33, -0.05, -0.02], [0.00, 0.21, -0.19], [0.03, 0.44, -0.05], [-0.16, -0.36, 0.07], [0.01, -0.33, 0.11], [-0.13, -0.37, -0.06]],
  "nbo_charge": [-0.325, 0.383, -0.210, -0.201, -0.106, -0.141, 0.108, -0.323, 0.059, -0.130, -0.219, 0.397, -0.323, -0.222, -0.198, -0.139, -0.216, 0.242, 0.235, 0.262, 0.272, 0.210, 0.236, 0.233, 0.245, 0.233, 0.230, 0.227, -0.088, -0.610, -0.040, -0.036, -0.046]
}

=====

# 4
{
  "formula": "C15H15BF4N2O5V",
  "method": "ωB97M-V with the def2-TZVPD basis set",
  "s_squared": 3.755,
  "e_lumo_ev": [-0.3, -0.4],
  "multiplicity": 4,
  "gap_ev": [8.5, 9.2],
  "symbols": ["V", "O", "C", "C", "C", "C", "C", "C", "C", "C", "N", "H", "H", "H", "H", "H", "H", "H", "H", "H", "H", "H", "O", "C", "O", "C", "C", "C", "C", "C", "C", "N", "O", "O", "H", "H", "H", "H", "F", "B", "F", "F", "F"],
  "xyz": [[-0.4827, -1.6295, -0.9309], [-1.6936, -2.5560, 0.6238], [-2.1625, -1.7720, 1.7416], [-1.0426, -1.5572, 2.7305], [0.1884, -0.8196, 2.1708], [1.2774, -1.7001, 1.6144], [2.3682, -2.0574, 2.3954], [3.3836, -2.8199, 1.8491], [3.3019, -3.1952, 0.5210], [2.1899, -2.8050, -0.1968], [1.1929, -2.1002, 0.3396], [-2.4646, -2.8169, 0.0947], [-2.9806, -2.3066, 2.2197], [-2.5429, -0.8160, 1.3779], [-0.7459, -2.5127, 3.1693], [-1.4647, -0.9581, 3.5398], [0.6326, -0.2307, 2.9720], [-0.1151, -0.0989, 1.4046], [2.4203, -1.7195, 3.4221], [4.2402, -3.1015, 2.4496], [4.0816, -3.7693, 0.0422], [2.0851, -3.0576, -1.2428], [2.0469, 1.1085, -2.6088], [1.0305, 1.0297, -1.9629], [0.4846, -0.0831, -1.5461], [0.2990, 2.2858, -1.5452], [-1.0588, 2.2710, -1.2542], [-1.7161, 3.4380, -0.8872], [-1.0157, 4.6282, -0.7870], [0.3360, 4.6197, -1.0832], [1.0049, 3.4775, -1.4768], [1.0908, 5.8876, -0.9762], [2.2584, 5.8810, -1.3053], [0.4929, 6.8684, -0.5776], [-1.6097, 1.3456, -1.3453], [-2.7792, 3.4201, -0.6834], [-1.4931, 5.5513, -0.4934], [2.0548, 3.5036, -1.7305], [-3.4311, -1.8314, -1.3095], [-2.6903, -2.1542, -2.4687], [-1.8805, -1.0425, -2.8055], [-1.6666, -3.1327, -1.9836], [-3.4244, -2.6720, -3.4772]],
  "forces_ev_per_angstrom": [[0.15, 0.42, -0.60], [0.03, 0.23, -0.01], [0.07, -0.08, -0.04], [0.07, 0.02, 0.03], [-0.01, -0.03, 0.02], [0.01, 0.03, 0.04], [-0.04, 0.05, 0.06], [0.11, -0.02, 0.11], [0.02, -0.02, -0.10], [0.09, -0.13, 0.02], [-0.28, -0.02, -0.08], [-0.07, 0.01, 0.02], [-0.08, -0.05, 0.01], [-0.03, 0.07, -0.07], [0.02, 0.00, -0.03], [0.00, -0.01, 0.02], [0.02, 0.02, 0.03], [-0.02, 0.00, -0.05], [-0.01, 0.00, -0.02], [-0.04, 0.01, -0.02], [0.00, 0.01, 0.00], [0.01, -0.04, -0.07], [0.24, -0.09, -0.16], [-0.27, -0.19, 0.33], [0.00, 0.11, 0.08], [-0.06, -0.14, 0.00], [-0.05, 0.09, 0.04], [-0.04, -0.02, 0.00], [-0.02, 0.04, 0.03], [0.05, 0.01, 0.02], [0.09, 0.07, -0.02], [-0.02, 0.06, -0.13], [-0.01, -0.07, 0.05], [-0.02, -0.07, 0.03], [-0.02, -0.07, 0.00], [0.03, 0.01, 0.00], [0.00, -0.01, 0.00], [-0.01, 0.00, 0.01], [-0.01, -0.09, -0.25], [0.00, -0.16, -0.01], [-0.14, -0.18, 0.42], [0.03, 0.06, 0.07], [0.21, 0.16, 0.22]],
  "nbo_charge": [1.368, -0.759, -0.059, -0.415, -0.449, 0.253, -0.240, -0.133, -0.244, 0.071, -0.512, 0.525, 0.196, 0.180, 0.218, 0.228, 0.234, 0.232, 0.226, 0.229, 0.236, 0.211, -0.601, 0.789, -0.857, -0.148, -0.155, -0.216, -0.209, 0.082, -0.170, 0.520, -0.369, -0.382, 0.220, 0.221, 0.249, 0.269, -0.560, 1.342, -0.536, -0.575, -0.512]
}

=====

Number 1: strongest force on any atom 3.1 eV/A, molecular weight 288.28 g/mol. Number 2: strongest force on any atom 1.3 eV/A, molecular weight 601.38 g/mol. Number 3: strongest force on any atom 1.7 eV/A, molecular weight 244.09 g/mol. Number 4: strongest force on any atom 0.8 eV/A, molecular weight 441.04 g/mol.